Entry 1:
The following is a DFT calculation (ωB97M-V/def2-TZVPD) of C29H27N7OOs as an isolated structure.

Values from the calculation:
**<S²>**: 6.035
**Spin multiplicity**: 5
**Frontier orbital gap (alpha / beta)**: 8.2 / 5.4 eV
**Total charge**: +4
**Highest occupied orbital energy (alpha / beta)**: -0.7189 / -0.7262 Eh

Positions of all 65 atoms, in Å:
Os1 -0.701 -1.016 0.415
C1 -4.230 1.072 -1.109
C2 -5.202 0.095 -0.971
C3 -4.859 -1.135 -0.416
C4 -3.560 -1.358 -0.021
N1 -2.596 -0.403 -0.190
C5 -2.939 0.787 -0.712
C6 -3.112 -2.576 0.693
C7 -3.889 -3.650 1.068
C8 -3.313 -4.651 1.847
C9 -1.989 -4.552 2.269
C10 -1.244 -3.466 1.863
N2 -1.809 -2.536 1.059
C11 0.142 -3.134 2.268
C12 0.940 -3.951 3.034
C13 2.204 -3.503 3.413
C14 2.629 -2.248 3.012
C15 1.787 -1.480 2.228
N3 0.574 -1.909 1.855
H1 -4.465 2.044 -1.517
H2 -6.223 0.286 -1.276
H3 -5.613 -1.899 -0.286
H4 -2.144 1.511 -0.819
H5 -4.931 -3.710 0.787
H6 -3.911 -5.499 2.155
H7 -1.568 -5.304 2.922
H8 0.594 -4.926 3.348
H9 2.842 -4.132 4.020
H10 3.598 -1.865 3.299
H11 2.074 -0.499 1.876
N4 1.264 -3.715 -2.373
C16 2.272 -2.786 -2.264
C17 1.775 -1.790 -1.493
N5 0.468 -2.105 -1.138
C18 0.202 -3.283 -1.692
H12 1.308 -4.573 -2.908
H13 3.231 -2.918 -2.734
H14 2.253 -0.881 -1.174
H15 -0.732 -3.818 -1.638
C19 1.472 4.854 -2.151
N6 1.270 3.403 -1.938
N7 1.111 2.825 -0.689
C20 0.584 1.510 -0.892
O1 0.425 0.719 0.095
C21 0.447 1.349 -2.253
C22 0.856 2.534 -2.868
C23 0.850 2.890 -4.305
C24 1.649 3.360 0.452
C25 1.000 3.122 1.705
C26 1.494 3.718 2.825
C27 2.660 4.523 2.746
C28 3.332 4.720 1.514
C29 2.833 4.160 0.377
H16 1.400 5.377 -1.202
H17 0.683 5.219 -2.804
H18 2.445 5.032 -2.601
H19 0.104 0.459 -2.753
H20 0.529 2.044 -4.905
H21 1.847 3.197 -4.627
H22 0.174 3.728 -4.497
H23 0.085 2.550 1.734
H24 0.985 3.611 3.773
H25 3.044 4.995 3.642
H26 4.243 5.302 1.484
H27 3.353 4.273 -0.564

***

Entry 2:
The following is a DFT calculation (ωB97M-V/def2-TZVPD) of one molecule with the formula C22H20N2O3S at a distorted geometry.

Values from the calculation:
**Spin multiplicity**: 1
**Frontier orbital gap**: 8.6 eV
**Total charge**: 0
**Highest occupied orbital energy**: -0.3249 Eh

Positions of all 48 atoms, in Å:
C1 -2.957 1.017 -1.382
C2 -1.736 1.770 -1.813
C3 -1.705 3.159 -1.750
C4 -0.566 3.861 -2.094
C5 0.564 3.173 -2.504
C6 0.540 1.792 -2.608
C7 -0.605 1.100 -2.260
H1 -0.616 0.021 -2.333
H2 1.420 1.268 -2.948
S1 2.091 4.049 -2.809
C8 2.559 4.376 -1.043
C9 2.195 3.183 -0.234
C10 2.935 2.010 -0.338
C11 2.491 0.840 0.243
C12 1.286 0.819 0.942
C13 0.587 2.011 1.112
C14 1.032 3.178 0.529
H3 0.464 4.088 0.648
H4 -0.326 1.994 1.688
C15 0.664 -0.407 1.515
O1 -0.099 -0.374 2.456
N1 0.974 -1.563 0.847
C16 0.512 -2.845 1.198
C17 1.453 -3.836 1.454
C18 1.059 -5.106 1.833
C19 -0.286 -5.386 1.953
C20 -1.228 -4.410 1.641
C21 -0.864 -3.119 1.245
C22 -1.847 -2.051 0.906
H5 -2.818 -2.457 0.645
H6 -1.954 -1.380 1.759
H7 -1.472 -1.457 0.074
N2 -2.606 -4.834 1.744
O2 -2.877 -5.582 2.658
O3 -3.398 -4.459 0.906
H8 -0.629 -6.359 2.267
H9 1.795 -5.865 2.046
H10 2.504 -3.597 1.372
H11 1.772 -1.540 0.229
H12 3.103 -0.047 0.153
H13 3.854 2.014 -0.907
H14 2.034 5.273 -0.716
H15 3.631 4.560 -1.077
H16 -0.548 4.940 -2.039
H17 -2.583 3.696 -1.421
H18 -3.860 1.574 -1.620
H19 -3.006 0.043 -1.863
H20 -2.933 0.862 -0.303

***

We obtain calculated total energy values of -45417.9360, -43094.8117 eV for the records listed above, in that order.
We obtain energy relative to the best compared isomer or geometry (same formula, charge and spin) values of 2.6, 58.0 kcal per mole for the records listed above, in that order.